## i
# C6H16O

2 unconnected molecules or ions with the total composition C6H16O (ωB97M-V/def2-TZVPD, the Open Molecules 2025 dataset).

HOMO = -10.53 eV
frontier orbital gap = 11.32 eV

```
! wB97M-V def2-TZVPD RIJCOSX def2/J DEFGRID3
* xyz 0 1
C -1.516 -0.528 2.097
C -0.871 -1.057 0.788
C -0.710 0.025 -0.298
C 0.172 1.217 0.116
C 0.086 2.344 -0.921
C 1.572 0.767 0.478
H -1.684 -1.404 2.735
H -2.415 0.073 1.982
H -0.765 0.038 2.653
H 0.104 -1.389 1.158
H -1.437 -1.880 0.374
H -0.239 -0.466 -1.156
H -1.733 0.345 -0.514
H -0.324 1.620 0.994
H -0.911 2.303 -1.359
H 0.176 3.336 -0.479
H 0.795 2.273 -1.709
H 1.596 0.208 1.409
H 2.288 1.579 0.559
H 1.949 0.110 -0.306
O 0.948 -2.312 -2.049
H 0.666 -2.853 -1.309
H 1.904 -2.441 -2.072
*
```

---

## ii
# C6H16O

2 unconnected molecules or ions with the total composition C6H16O (ωB97M-V/def2-TZVPD, the Open Molecules 2025 dataset).

HOMO = -10.25 eV
frontier orbital gap = 11.22 eV

```
! wB97M-V def2-TZVPD RIJCOSX def2/J DEFGRID3
* xyz 0 1
C 1.747 0.812 -0.243
C 0.120 0.719 0.069
C -0.645 0.044 -1.125
C -0.746 0.914 -2.363
C -2.096 -0.209 -0.632
C -2.924 -1.342 -1.289
H 2.133 1.019 -1.305
H 2.397 0.086 0.330
H 1.978 1.834 0.225
H -0.315 0.182 0.978
H -0.288 1.830 0.069
H -0.110 -0.922 -1.338
H -1.446 0.642 -3.148
H -0.782 1.953 -2.006
H 0.356 0.979 -2.644
H -2.614 0.767 -0.543
H -1.966 -0.394 0.482
H -3.828 -1.508 -0.634
H -2.630 -2.375 -1.102
H -3.313 -1.321 -2.318
O 3.739 -0.797 4.541
H 4.574 -0.986 4.778
H 3.204 -1.030 5.342
*
```

---

The winner here is i, beating the second structure by 0.0733 hartree.

---

## i
# C6H14Si

2 unconnected molecules or ions with the total composition C6H14Si (ωB97M-V/def2-TZVPD, the Open Molecules 2025 dataset).

HOMO = -7.14 eV
frontier orbital gap = 7.81 eV

```
! wB97M-V def2-TZVPD RIJCOSX def2/J DEFGRID3
* xyz 0 1
C -0.207 -1.634 -0.458
C -0.754 -0.663 0.314
C -3.062 -0.054 -0.460
C 1.746 1.738 -0.435
C 2.621 -0.731 1.001
C -1.627 0.493 -0.153
Si 1.845 -0.177 -0.726
H 0.163 -2.368 0.233
H -0.541 -1.716 -1.541
H -0.681 -0.773 1.347
H -3.258 -0.192 -1.419
H -3.789 0.687 -0.117
H -3.281 -0.953 0.174
H 0.921 2.133 -0.804
H 2.013 2.151 0.540
H 2.597 2.211 -0.972
H 3.427 -1.332 0.775
H 2.889 0.257 1.519
H 2.051 -1.249 1.664
H -1.774 1.350 0.597
H -1.299 0.824 -1.077
*
```

---

## ii
# C6H14Si

2 unconnected molecules or ions with the total composition C6H14Si (ωB97M-V/def2-TZVPD, the Open Molecules 2025 dataset).

HOMO = -8.57 eV
frontier orbital gap = 9.41 eV

```
! wB97M-V def2-TZVPD RIJCOSX def2/J DEFGRID3
* xyz 0 1
C 0.215 -0.288 0.847
C 0.049 0.708 1.677
C 1.106 0.832 2.766
C -0.900 1.803 1.596
C 0.738 -1.860 -2.640
C -0.176 -0.645 -2.527
Si -1.414 -0.708 -1.054
H 0.826 -1.079 1.036
H 1.782 1.476 2.414
H 0.812 1.325 3.685
H 1.595 -0.037 3.107
H -0.566 2.598 2.273
H -1.923 1.640 1.813
H -0.851 2.194 0.517
H 0.429 -2.611 -3.344
H 1.767 -1.568 -2.903
H 0.818 -2.281 -1.625
H -0.521 -0.309 -3.523
H 0.439 0.315 -2.274
H -2.182 0.579 -0.796
H -2.045 -2.085 -1.047
*
```

---

The winner here is ii, beating the second structure by 0.0085 hartree.

---

## i
# C2H2O2

A single C2H2O2 molecule (ωB97M-V/def2-TZVPD, the Open Molecules 2025 dataset).

HOMO = -9.66 eV
frontier orbital gap = 9.14 eV

```
! wB97M-V def2-TZVPD RIJCOSX def2/J DEFGRID3
* xyz 0 1
O 1.904 -0.173 -0.113
C 0.839 0.352 -0.053
C -0.794 -0.377 -0.026
O -1.869 0.169 -0.113
H 0.674 1.522 0.127
H -0.753 -1.493 0.178
*
```

---

## ii
# C2H2O2

A molecular structure, C2H2O2 (ωB97M-V/def2-TZVPD, the Open Molecules 2025 dataset).

HOMO = -9.89 eV
frontier orbital gap = 9.65 eV

```
! wB97M-V def2-TZVPD RIJCOSX def2/J DEFGRID3
* xyz 0 1
C -1.073 0.722 0.184
C 0.692 -0.180 -0.001
O -2.091 0.312 -0.052
O 0.470 -1.366 0.068
H 0.764 0.261 -1.045
H 1.238 0.250 0.846
*
```

---

The winner here is i, beating the second structure by 0.0049 hartree.

---

## i
# C4H15NO4S

4 unconnected molecules or ions with the total composition C4H15NO4S (ωB97M-V/def2-TZVPD, the Open Molecules 2025 dataset).

HOMO = -9.11 eV
frontier orbital gap = 9.57 eV

```
! wB97M-V def2-TZVPD RIJCOSX def2/J DEFGRID3
* xyz 0 1
C 1.513 2.594 -0.233
C 0.374 1.707 0.120
O -0.730 2.108 0.132
N 0.702 0.345 0.443
C -0.344 -0.572 0.993
C 0.089 -0.835 2.507
S -1.268 -1.283 3.564
H 1.123 3.188 -1.071
H 1.540 3.294 0.585
H 2.457 2.110 -0.674
H 1.563 -0.046 0.105
H -1.332 -0.081 1.148
H -0.555 -1.533 0.397
H 0.475 0.145 2.995
H 0.950 -1.540 2.481
H -1.591 -0.058 3.949
O 0.739 -2.020 -1.798
H 0.665 -1.018 -1.624
H -0.231 -2.274 -1.852
O -1.842 -2.594 -1.353
H -1.723 -1.755 -0.882
H -2.555 -2.893 -0.934
O 0.180 1.006 -2.687
H 0.494 0.771 -3.556
H -0.694 1.234 -2.755
*
```

---

## ii
# C4H15NO4S

4 unconnected molecules or ions with the total composition C4H15NO4S (ωB97M-V/def2-TZVPD, the Open Molecules 2025 dataset).

HOMO = -8.88 eV
frontier orbital gap = 9.41 eV

```
! wB97M-V def2-TZVPD RIJCOSX def2/J DEFGRID3
* xyz 0 1
C -1.373 -3.108 0.819
C -0.393 -1.936 0.765
O 0.819 -1.985 0.630
N -1.046 -0.756 0.808
C -0.331 0.520 0.828
C 0.236 1.022 2.181
S 0.331 2.844 2.175
H -1.569 -3.241 1.886
H -2.255 -2.940 0.213
H -0.934 -4.065 0.542
H -2.008 -0.598 1.035
H 0.569 0.456 0.232
H -1.072 1.207 0.430
H 1.125 0.487 2.509
H -0.396 0.741 3.036
H -0.199 2.952 0.956
O 1.371 2.118 -1.412
H 1.713 1.302 -1.802
H 1.787 2.828 -1.944
O 2.419 -0.398 -1.471
H 1.969 -1.067 -0.898
H 3.278 -0.169 -1.084
O -1.715 1.123 -3.496
H -1.392 1.993 -3.760
H -0.934 0.672 -3.180
*
```

---

The winner here is ii, beating the second structure by 0.0428 hartree.

---

## i
# C4H13N2Si

A gas-phase ion, C4H13N2Si (charge +1) (ωB97M-V/def2-TZVPD, the Open Molecules 2025 dataset).

HOMO = -14.37 eV
frontier orbital gap = 11.16 eV

```
! wB97M-V def2-TZVPD RIJCOSX def2/J DEFGRID3
* xyz 1 1
C -0.660 2.201 -0.867
Si 0.197 0.642 -0.076
C 1.828 0.125 -0.946
C 0.267 0.759 1.858
N -1.120 -0.649 -0.426
C -1.125 -1.902 -0.065
N -0.280 -2.669 0.509
H -0.688 1.865 -1.892
H -1.703 2.582 -0.802
H -0.002 3.010 -1.009
H 2.567 0.904 -0.862
H 2.307 -0.839 -0.664
H 1.594 0.042 -1.941
H 0.454 -0.215 2.379
H 1.106 1.412 2.267
H -0.656 1.241 2.078
H -2.094 -0.150 -0.714
H -2.209 -2.257 -0.071
H -0.500 -3.619 0.743
H 0.717 -2.483 0.501
*
```

---

## ii
# C4H13N2Si

A gas-phase ion, C4H13N2Si (charge +1) (ωB97M-V/def2-TZVPD, the Open Molecules 2025 dataset).

HOMO = -12.29 eV
frontier orbital gap = 8.28 eV

```
! wB97M-V def2-TZVPD RIJCOSX def2/J DEFGRID3
* xyz 1 1
C -0.736 -0.279 -1.134
C -2.813 0.164 -2.613
C 2.057 1.220 2.347
C 1.783 -0.189 0.382
N -1.979 -0.440 -1.549
N 2.510 0.363 1.259
Si 0.017 -0.988 0.675
H -0.164 0.417 -1.794
H -3.892 0.210 -2.467
H -2.796 -0.508 -3.489
H -2.443 1.207 -2.880
H 1.190 1.771 1.934
H 1.646 0.531 3.214
H 2.798 1.861 2.707
H 2.337 -0.645 -0.391
H 3.555 0.342 1.145
H -2.504 -1.163 -1.045
H -1.009 -0.146 1.258
H 0.715 -1.352 2.072
H -0.272 -2.379 0.368
*
```

---

The winner here is i, beating the second structure by 0.1748 hartree.